No. 1
Entry from the Open Molecules 2025 dataset: a structure of composition C23H43Cl2EuN4O6Si (ωB97M-V/def2-TZVPD).

Highest occupied orbital energy (spin up / spin down)   -3.593 / -3.594 eV
Total charge   -1
Frontier orbital gap (spin up / spin down)   5.761 / 5.760 eV
<S²>   15.7593
Lowest unoccupied orbital energy (spin up / spin down)   2.1676 / 2.1670 eV
Energy above the lowest of the compared OMol25 structures with the same formula, charge and spin   105.0 kcal per mole
2S+1   8

Last column: Mulliken charge in e.
Positions of all 80 atoms, in Å:
Cl -0.42 2.69 2.15  -0.69
H -5.40 -3.53 -0.61  0.32
C -0.22 2.37 -4.07  -0.45
H -1.90 -1.29 -1.83  0.04
C -4.42 -3.12 -0.40  -0.81
H 2.98 5.80 -2.24  0.34
H -1.32 -3.66 6.75  0.32
H -3.79 -3.86 0.13  0.27
O -2.10 -0.57 4.16  -0.38
H 6.50 -1.12 2.07  0.39
H -0.11 -4.03 3.16  0.21
O -2.37 -1.46 0.62  -0.42
H 3.16 -2.17 3.04  0.26
C -0.98 2.39 -5.25  -1.37
N 4.53 -1.57 1.58  0.31
C -0.77 2.59 -2.80  0.53
C -0.31 -4.26 4.21  -0.95
H -0.51 3.04 -0.68  0.60
O 2.24 -1.20 1.47  -0.28
H 0.85 2.20 -4.20  1.10
C 5.59 -1.46 2.57  -1.05
H -6.71 -2.08 0.37  0.29
H 0.66 -2.44 -1.99  0.39
C -3.58 -1.31 0.94  0.10
C -1.57 -0.25 -2.02  -0.91
H 0.08 -1.05 5.21  0.20
C -0.36 -3.23 6.45  -0.90
C -2.12 3.00 -2.80  -0.16
O 0.40 1.24 -0.75  -0.07
H 0.53 0.10 -4.20  0.44
H 3.94 4.31 -2.54  0.23
C 3.05 4.88 -2.85  -1.45
H 2.15 4.96 -0.30  0.45
H -2.15 0.43 -1.37  0.19
C 1.31 3.53 -1.65  0.77
N -4.63 -1.94 0.43  0.20
Cl 4.30 1.51 -0.17  -0.69
H -3.87 -0.57 1.69  0.23
H 0.41 -3.94 6.77  0.33
H -1.82 0.00 -3.07  0.49
Si 0.35 -0.21 -1.76  0.98
C 0.09 2.62 -1.49  -0.78
C -2.33 2.73 -5.21  -0.49
H 0.45 -4.94 4.61  0.32
C 1.79 4.07 -2.80  -0.07
H -6.04 -0.46 -0.08  0.31
H 1.30 3.57 0.49  -0.07
C 1.22 -0.20 -3.39  -1.26
C -5.95 -1.33 0.59  -0.87
O -2.94 0.82 2.71  -0.51
H 1.58 -1.20 -3.68  0.52
H 1.69 -1.96 -0.54  -0.09
H 5.80 -1.53 -0.10  0.35
C -0.04 -1.85 4.44  0.16
H -2.56 3.31 -1.85  0.46
Eu -0.60 0.22 1.23  0.87
H 5.32 -0.70 3.33  0.34
H -6.06 -0.95 1.62  0.34
H 5.80 -2.40 3.10  0.29
C 3.24 -1.65 2.05  -0.26
H -0.53 2.14 -6.21  0.39
N -0.29 -3.04 5.00  0.29
H -0.21 -2.26 6.94  0.27
H 1.25 4.10 -3.75  0.50
H 2.06 0.49 -3.31  0.24
H 2.89 3.33 -0.27  -0.13
O 0.07 -1.64 3.22  -0.59
H -2.96 2.67 -6.10  0.38
H -3.93 3.38 -3.93  0.38
C 0.71 -1.88 -1.02  -1.00
H 4.81 0.06 0.22  0.32
H -1.28 -4.76 4.32  0.31
C -2.88 3.07 -3.98  -0.69
H -0.10 -2.32 -0.43  0.43
N -3.05 0.17 3.82  0.07
H 3.99 -1.48 -0.43  0.15
C 4.81 -1.14 0.22  -1.06
H 3.22 5.20 -3.89  0.40
H -3.89 -2.86 -1.32  0.26
C 1.94 3.88 -0.35  -0.87

***

No. 2
Entry from the Open Molecules 2025 dataset: a structure of composition C31H65I3N4O4S (ωB97M-V/def2-TZVPD).

Highest occupied orbital energy   -7.488 eV
Frontier orbital gap   7.203 eV
Lowest unoccupied orbital energy   -0.2847 eV

Last column: Mulliken charge in e.
Positions of all 108 atoms, in Å:
C -2.87 -0.33 -0.18  -1.06
H -3.31 -0.54 -2.32  0.19
C -0.92 1.39 -1.61  1.19
C 3.50 -7.06 2.50  -0.94
H -5.08 3.99 -3.41  0.44
H 1.13 0.94 1.16  0.67
C 6.10 -1.90 -2.57  -1.12
H 5.75 -4.70 0.66  0.28
H -3.65 4.77 -5.44  0.37
C 5.82 -1.94 -1.08  -0.36
C -2.29 2.08 -1.08  0.71
I 1.79 2.00 -3.21  0.19
N -2.93 1.19 0.12  1.87
O 4.66 -2.66 -0.72  -0.40
H -4.73 -0.84 -1.28  0.58
H 4.97 -8.21 1.44  0.34
H 0.77 -1.37 -1.12  0.88
H -5.91 0.21 0.30  0.43
H -4.38 2.75 0.28  0.08
H 6.74 -4.57 -0.79  0.37
C 0.66 4.80 -0.90  -1.18
H -3.99 1.03 2.62  0.17
H 0.41 2.97 0.30  -0.03
H -3.04 6.03 -4.34  0.34
H -1.55 5.36 0.33  0.64
H 3.23 -6.77 3.51  0.28
H -3.98 4.99 -2.43  0.10
H 3.68 -4.40 -0.75  0.31
C -3.78 3.19 3.97  -1.21
C -1.21 0.83 -3.12  0.36
N 2.00 0.28 -0.61  0.55
H 6.04 -7.10 6.18  0.40
N -1.73 0.59 2.29  0.42
C 5.90 -7.58 5.21  -1.11
H -5.71 3.25 3.08  0.47
H -3.22 2.74 -4.32  0.91
C -1.39 -0.80 -0.37  -0.50
H -3.66 4.24 4.24  0.40
H 0.29 5.30 -0.01  0.51
H 6.69 -2.33 -0.54  0.37
H -3.25 3.97 -0.81  0.96
H 4.72 -8.75 3.09  0.34
H -4.43 3.85 2.06  0.28
C -3.66 -0.89 -1.37  -1.43
H 6.93 -1.22 -2.78  0.41
C -4.07 4.40 -3.34  -0.28
S -0.74 -1.98 0.86  -0.11
H 5.14 -5.82 4.22  0.31
H -0.30 3.19 -2.52  1.44
C -3.85 5.33 -4.53  -1.52
H -0.90 3.93 1.10  0.21
H -1.05 1.87 0.84  -0.41
H -4.18 2.68 4.84  0.35
O -1.37 -0.40 -3.16  -0.73
C 5.75 -4.85 -0.43  -1.07
H -2.77 2.83 3.76  0.16
C -1.98 1.56 1.29  -1.74
H -5.62 1.23 2.18  0.62
I -3.85 -1.53 1.43  0.22
C 4.65 -4.03 -1.08  -0.41
C -3.08 3.24 -3.37  -2.19
H 2.22 -0.47 1.40  0.22
H 2.67 -7.66 2.10  0.40
H -0.74 0.44 2.41  0.39
C -2.24 3.60 -0.68  -0.60
C 0.79 3.28 -0.66  -0.38
C -5.57 1.13 -0.17  -2.48
H -6.35 1.88 -0.04  0.54
H 2.78 -0.29 -0.90  -0.02
N -0.44 0.28 -0.75  1.36
H 1.61 5.26 -1.12  0.32
C -4.69 3.05 2.75  -0.52
H -1.44 -1.48 -1.21  0.57
H -5.46 0.96 -1.23  0.49
H -0.01 5.02 -1.72  0.40
O -1.22 1.69 -4.02  -0.68
H 2.87 1.11 1.08  0.56
C 0.80 -0.29 -1.23  -2.29
H 0.03 -1.23 1.64  0.06
H -2.06 3.62 -3.44  0.01
H 5.61 -5.91 -0.64  0.36
C -4.64 1.68 2.05  -0.69
H 6.88 -5.99 4.16  0.35
H 5.65 -0.93 -0.71  0.36
H -2.13 0.82 3.18  0.40
H 4.68 -4.15 -2.17  0.33
H 0.91 -0.17 -2.30  0.59
H 3.59 -6.16 1.90  0.18
C 4.79 -7.86 2.45  -0.39
C 5.95 -6.55 4.10  -0.30
H -2.56 4.37 1.34  0.32
C -4.34 1.71 0.54  1.08
C 2.04 0.45 0.83  -1.75
C 0.18 2.50 -1.85  -2.35
H -4.24 2.50 -1.84  1.17
H 6.68 -8.33 5.07  0.29
C -3.30 2.19 -2.26  -0.46
O 5.94 -7.10 2.79  -0.42
H -4.73 5.94 -4.70  0.44
H -3.49 1.24 -2.73  0.23
H -1.73 4.09 -1.50  0.74
H -2.41 2.45 1.71  0.16
C -1.77 4.33 0.60  -2.82
H 4.94 -8.10 5.24  0.27
H 6.37 -2.88 -2.96  0.28
H 5.22 -1.55 -3.11  0.29
I 2.92 3.05 -0.25  0.14
H -3.43 -1.95 -1.36  0.53

***

No. 3
Entry from the Open Molecules 2025 dataset: a cluster of 2 separate species, C2H6N2O2 in total (ωB97M-V/def2-TZVPD).

Highest occupied orbital energy   -9.881 eV
Frontier orbital gap   10.765 eV
Structure (SMILES)   NC=O.NC=O
Lowest unoccupied orbital energy   0.8836 eV
Energy above the lowest of the compared OMol25 structures with the same formula, charge and spin   36.4 kcal per mole

Last column: Mulliken charge in e.
Positions of all 12 atoms, in Å:
H -1.25 -0.20 1.28  0.31
O 0.10 -1.68 0.31  -0.59
H -2.73 0.64 0.92  0.24
O 0.11 1.61 0.03  -0.63
N -1.74 0.65 1.01  -0.31
H 2.70 -0.60 -1.12  0.22
H -1.85 1.98 -0.51  0.26
C 0.91 -1.47 -0.68  0.09
H 0.72 -1.94 -1.71  0.31
C -1.14 1.30 0.02  0.12
H 1.64 0.49 -0.36  0.29
N 1.81 -0.48 -0.61  -0.30

***

No. 4
Entry from the Open Molecules 2025 dataset: an isolated molecule of C6H10 (ωB97M-V/def2-TZVPD).

Highest occupied orbital energy   -9.580 eV
Frontier orbital gap   10.826 eV
Structure (SMILES)   C[C@H]1C[C@H]2C[C@H]21
Lowest unoccupied orbital energy   1.2458 eV
Energy above the lowest of the compared OMol25 structures with the same formula, charge and spin   31.9 kcal per mole

Last column: Mulliken charge in e.
Positions of all 16 atoms, in Å:
H -1.92 -0.09 0.06  0.29
H 0.58 -1.81 0.24  0.41
C 0.23 1.44 -0.79  -0.62
H -0.29 1.90 0.06  0.17
H 0.74 2.16 -1.43  0.26
H 0.42 -1.25 2.50  0.36
H 1.02 0.36 2.02  0.28
H -0.71 0.06 2.15  0.31
H -0.45 0.20 -2.55  0.37
C -0.34 0.25 -1.48  -0.12
H -1.49 -1.55 -0.87  0.27
H 1.95 -0.01 -0.99  0.38
C 0.24 -0.39 1.84  -1.33
C -1.11 -0.61 -0.46  -0.92
C 0.93 0.12 -0.65  -0.43
C 0.21 -0.78 0.36  0.33

***

No. 5
Entry from the Open Molecules 2025 dataset: a structure of composition C11H10BrF3HoO3S (ωB97M-V/def2-TZVPD).

Highest occupied orbital energy (spin up / spin down)   -2.320 / -2.322 eV
Total charge   -1
Frontier orbital gap (spin up / spin down)   4.642 / 4.653 eV
<S²>   6.0047
Lowest unoccupied orbital energy (spin up / spin down)   2.3221 / 2.3301 eV
Energy above the lowest of the compared OMol25 structures with the same formula, charge and spin   68.5 kcal per mole
2S+1   5

Last column: Mulliken charge in e.
Positions of all 30 atoms, in Å:
H -0.90 -2.42 -0.93  0.49
H 3.37 -1.48 -1.31  0.63
C 4.69 0.44 0.89  0.65
C 1.35 -2.19 -0.61  -0.73
O 2.45 1.68 0.30  -0.60
C -4.53 -0.37 -0.12  -0.59
C 1.58 -0.48 -2.17  -0.72
S 3.04 1.06 1.54  1.20
F 5.60 1.43 0.99  -0.20
C -4.31 0.96 -0.58  -0.48
F 5.14 -0.63 1.58  -0.23
C 2.30 -1.34 -1.29  -0.12
H 1.60 -2.97 0.12  0.39
Br -1.10 2.00 0.00  -0.24
C 0.20 -0.84 -2.12  -0.49
C -3.89 1.76 0.53  -0.79
O 2.13 -0.13 1.82  -0.61
H -3.51 1.21 2.68  0.38
H -4.42 1.33 -1.60  0.35
H -3.69 2.83 0.51  0.60
C -3.83 0.90 1.68  -0.53
O 3.38 1.88 2.65  -0.53
H -4.89 -1.20 -0.72  0.41
H -0.58 -0.42 -2.77  0.48
F 4.58 0.08 -0.42  -0.20
Ho 0.73 0.18 0.06  0.83
C -4.23 -0.40 1.29  -0.61
H -4.33 -1.27 1.94  0.41
H 2.02 0.27 -2.83  0.37
C 0.04 -1.89 -1.13  -0.48

***

No. 6
Entry from the Open Molecules 2025 dataset: a structure of composition C29H35BrINSSbV (ωB97M-V/def2-TZVPD).

Highest occupied orbital energy (spin up / spin down)   -16.715 / -16.716 eV
Total charge   +3
Frontier orbital gap (spin up / spin down)   5.413 / 6.020 eV
<S²>   0.8712
Lowest unoccupied orbital energy (spin up / spin down)   -11.3019 / -10.6959 eV
Energy above the lowest of the compared OMol25 structures with the same formula, charge and spin   22.2 kcal per mole
2S+1   2

Last column: Mulliken charge in e.
Positions of all 70 atoms, in Å:
H -1.32 2.00 -4.33  0.36
S 1.69 -3.42 -2.04  -0.21
C 3.17 -1.15 -1.21  0.84
Sb 0.37 1.71 -1.59  0.86
C 1.95 -1.95 -1.29  0.70
H 3.40 2.99 -1.54  0.14
H -2.60 0.80 -4.15  0.42
H -2.53 2.16 -3.04  0.36
C 1.55 0.47 5.27  0.11
C 0.04 -3.47 -1.47  1.10
C 1.09 2.89 5.24  -0.78
H 2.30 4.28 -2.04  0.25
C -0.76 4.51 -1.89  -0.99
C -1.06 0.58 -2.68  -0.23
C 5.37 0.48 -0.71  -0.67
C -4.16 -4.17 1.14  -1.60
H -4.15 -5.11 0.60  0.37
H -5.07 -1.62 1.40  0.45
H -0.46 -0.15 -3.23  0.40
C -1.92 1.45 -3.60  -1.33
C -4.06 -1.68 1.01  -1.99
H 1.28 2.73 -3.79  0.52
H 6.24 1.08 -0.51  0.49
C 1.28 1.67 4.63  0.97
H -3.42 -4.22 1.94  0.38
C -0.52 3.48 -0.79  -0.58
H -2.93 -4.99 -1.29  0.49
H 1.53 1.76 8.40  0.42
H 4.09 1.68 0.52  0.50
I 1.10 1.71 2.50  0.50
C -2.16 -4.24 -1.13  -0.68
C 4.37 -1.45 -1.80  -0.75
H -5.15 -4.06 1.59  0.46
C -1.50 -2.14 -0.15  0.36
H -4.90 -3.92 -1.49  0.36
H 2.37 1.44 -3.28  0.50
H -1.45 4.16 -2.66  0.24
H 0.89 3.79 4.68  0.34
C -0.92 -4.45 -1.70  -1.53
H 0.16 4.83 -2.37  0.24
C -4.90 -2.98 -0.95  -1.54
H -0.71 -5.33 -2.28  0.46
C 1.63 0.53 6.66  -0.36
H -4.69 -2.18 -1.66  0.34
H 4.49 -2.32 -2.44  0.52
C -2.49 -3.10 -0.36  0.10
C 4.15 0.81 -0.13  -0.45
H 3.52 3.69 -3.15  0.42
C 1.86 2.35 -2.95  -0.67
V 1.26 0.07 0.39  -0.52
C 3.04 0.00 -0.37  0.54
Br 1.79 -1.16 4.39  -0.14
C 1.19 2.91 6.62  -0.61
H -5.91 -2.83 -0.56  0.46
H -1.66 0.03 -1.95  0.09
N 0.86 -1.48 -0.61  0.32
H -3.38 -1.63 1.86  0.38
C 2.81 3.38 -2.38  -0.90
H -1.44 3.16 -0.30  0.44
C -0.25 -2.34 -0.72  -1.30
C -3.89 -2.97 0.21  1.80
C 1.45 1.74 7.32  -0.67
H -1.72 -1.26 0.44  0.69
C 5.47 -0.63 -1.55  -0.67
H -3.92 -0.79 0.38  0.37
H -1.22 5.40 -1.44  0.42
H 1.84 -0.38 7.21  0.42
H 1.05 3.84 7.15  0.42
H 0.16 3.84 -0.02  0.41
H 6.42 -0.86 -2.00  0.47

***

No. 7
Entry from the Open Molecules 2025 dataset: a cluster of 2 separate species, C4H12 in total (ωB97M-V/def2-TZVPD).

Highest occupied orbital energy   -11.031 eV
Frontier orbital gap   12.144 eV
Structure (SMILES)   CC.CC
Lowest unoccupied orbital energy   1.1137 eV
Energy above the lowest of the compared OMol25 structures with the same formula, charge and spin   30.0 kcal per mole

Last column: Mulliken charge in e.
Positions of all 16 atoms, in Å:
H 0.58 2.83 -1.53  0.31
H -0.64 -1.94 1.69  0.28
H -0.02 -0.83 0.40  -0.04
H 1.42 0.90 0.84  0.28
H -0.81 -2.40 -1.26  0.31
H -1.73 -0.70 0.60  0.27
C 0.32 2.25 -0.65  -0.71
H -0.23 3.06 0.06  0.18
H 2.36 1.78 -0.50  0.21
C 1.48 1.78 0.18  -0.78
C -0.89 -1.50 0.66  -0.45
H 1.78 2.53 0.96  0.28
H -1.96 -3.14 -0.24  0.36
C -1.07 -2.72 -0.30  -0.94
H -0.38 1.53 -0.90  0.23
H -0.22 -3.42 -0.01  0.23

***

No. 8
Entry from the Open Molecules 2025 dataset: a cluster of 3 separate species, C30H37BBr4FN2O9PS in total (ωB97M-V/def2-TZVPD).

Highest occupied orbital energy   -9.076 eV
Frontier orbital gap   8.108 eV
Structure (SMILES)   CC(=O)OCc1c(CCCCCN)c2c(c(B(O)O)c1P(=O)(O)O)C(=O)c1cc(C)c(N=C=S)c(CCF)c1C2=O.BrCCBr.BrCCBr
Lowest unoccupied orbital energy   -0.9674 eV

Last column: Mulliken charge in e.
Positions of all 86 atoms, in Å:
C 1.84 -3.17 -0.75  1.41
C 0.05 3.31 1.95  -0.37
H -0.81 2.71 2.24  0.17
H -0.82 -4.15 2.79  0.28
H -0.57 0.58 1.11  -0.34
H -1.48 -3.14 0.13  -0.19
H -1.28 -2.28 1.81  0.60
S 2.35 6.68 -0.23  -0.35
O 4.65 -1.72 -2.46  -0.62
Br 1.05 1.60 -2.26  -0.10
O 1.40 0.08 3.18  -0.60
C 2.96 -1.36 0.36  0.91
H -3.74 0.64 1.90  0.29
H 1.92 0.52 -4.31  0.41
H -3.46 2.55 0.46  0.10
C 4.16 -0.51 0.60  -1.03
H 0.19 -4.95 -2.84  0.38
H 6.22 3.87 -0.37  0.40
Br -9.08 1.13 0.00  -0.15
C 0.67 -2.88 -0.03  -0.08
H -0.20 -1.41 2.84  0.75
H -9.65 4.31 -2.07  0.34
C 1.91 0.07 2.09  -0.71
H -1.72 0.17 2.36  0.64
C -9.32 3.29 -1.87  -0.59
Br -0.74 -1.57 -2.55  -0.02
F 0.31 3.06 0.60  -0.29
C -9.27 3.03 -0.39  -0.60
H 0.97 -4.22 3.07  0.23
C 2.65 5.66 0.92  0.39
H -0.16 4.38 2.00  0.49
H -2.72 -1.39 0.38  -0.08
H -3.49 1.52 -0.98  0.33
H 1.09 2.27 3.60  0.58
C 0.07 -0.49 -3.95  -0.65
C -3.97 1.70 -0.02  -0.48
C 0.33 -5.24 1.32  0.86
C -1.28 -0.19 1.43  0.49
C 2.75 1.23 1.62  0.81
C 5.40 4.31 0.18  -1.65
O 3.14 -5.49 -1.50  -0.55
H -5.55 1.91 -1.26  0.17
O 1.32 -5.85 1.05  -0.52
C 1.82 -1.08 1.11  0.82
H -4.56 -0.23 0.63  0.50
H 4.93 5.08 -0.44  0.27
H -2.15 -0.04 -0.58  -0.02
H 5.59 1.66 -0.19  0.43
N -5.39 1.98 -0.26  -0.42
O 5.30 -0.94 0.61  -0.58
O 5.19 -3.56 -1.02  -0.62
C 2.48 2.55 1.95  -0.21
H -0.07 -5.65 3.36  0.43
C 0.66 -1.84 0.93  1.38
O 0.74 -5.39 -2.17  -0.61
O 2.42 -3.88 -3.30  -0.78
C -3.71 0.44 0.83  -1.00
C 4.71 1.93 0.39  -1.35
C -0.61 -3.68 -0.23  -1.52
B 4.34 -2.57 -1.40  1.03
H -9.97 2.60 -2.40  0.37
H 3.90 -5.43 -2.09  0.39
C -0.52 -1.49 1.81  -2.54
H -8.44 3.54 0.10  0.39
C 1.36 0.11 -3.47  -0.03
H 5.23 -1.02 -2.15  0.31
H 0.26 -1.18 -4.77  0.40
H -0.67 0.24 -4.26  0.45
C 3.88 0.93 0.85  0.57
C 2.98 -2.39 -0.57  -0.42
H -5.98 1.24 0.12  0.21
H 1.98 -0.60 -2.93  -0.25
P 2.04 -4.47 -2.00  0.94
H 6.08 -3.43 -1.37  0.30
H -0.76 -3.83 -1.29  0.34
C 0.08 -4.77 2.74  -0.99
N 3.06 4.93 1.80  -0.63
H -10.21 3.33 0.08  0.36
O -0.62 -4.99 0.36  -0.38
C 3.33 3.54 1.46  1.41
C 4.44 3.26 0.68  0.99
H 5.84 4.83 1.03  0.35
H 1.61 3.92 3.28  0.54
C 1.30 2.98 2.81  -1.80
Br -7.56 3.15 -2.66  -0.10
C -2.44 -0.34 0.43  0.03